[1]
{
  "formula": "C17H20N2O3",
  "method": "ωB97M-V/def2-TZVPD",
  "symbols": ["C", "O", "C", "C", "C", "N", "C", "O", "C", "C", "C", "C", "O", "C", "C", "C", "C", "C", "C", "C", "C", "N", "H", "H", "H", "H", "H", "H", "H", "H", "H", "H", "H", "H", "H", "H", "H", "H", "H", "H", "H", "H"],
  "positions_angstrom": [[-5.072, -0.767, 1.169], [-3.692, -0.504, 1.153], [-3.016, -0.957, 0.008], [-3.304, -0.142, -1.260], [-2.907, 1.324, -1.102], [-1.481, 1.462, -0.932], [-0.926, 2.294, -0.024], [-1.566, 3.080, 0.656], [0.536, 2.193, 0.099], [1.482, 1.364, -0.457], [2.732, 1.718, 0.104], [4.042, 1.112, -0.122], [5.068, 1.598, 0.304], [4.036, -0.193, -0.908], [3.087, -1.195, -0.312], [3.073, -1.403, 1.062], [2.185, -2.298, 1.630], [1.298, -3.000, 0.831], [1.315, -2.811, -0.540], [2.204, -1.915, -1.107], [2.488, 2.766, 0.984], [1.177, 3.030, 0.972], [-5.275, -1.829, 0.983], [-5.618, -0.168, 0.431], [-5.421, -0.502, 2.165], [-1.954, -0.882, 0.261], [-3.258, -2.015, -0.181], [-4.366, -0.195, -1.503], [-2.749, -0.588, -2.089], [-3.238, 1.893, -1.980], [-3.372, 1.753, -0.211], [-0.885, 0.857, -1.473], [1.314, 0.594, -1.182], [5.056, -0.588, -0.904], [3.759, 0.025, -1.942], [3.763, -0.854, 1.687], [2.181, -2.445, 2.699], [0.600, -3.694, 1.274], [0.631, -3.362, -1.171], [2.212, -1.774, -2.180], [3.188, 3.296, 1.598], [0.674, 3.719, 1.513]],
  "forces_ev_per_angstrom": [[-0.02, 0.00, -0.01], [0.08, 0.16, 0.11], [0.10, -0.11, -0.32], [0.09, 0.11, 0.54], [-0.32, 0.06, -0.10], [0.00, -0.20, -0.10], [0.07, -0.08, -0.21], [-0.02, 0.14, 0.17], [0.16, -0.19, -0.14], [-0.24, 0.31, 0.13], [-0.22, 0.57, 0.31], [0.11, -0.14, -0.21], [0.04, -0.01, 0.06], [0.29, 0.01, 0.08], [-0.03, -0.20, -0.05], [0.02, -0.04, -0.10], [0.01, -0.01, 0.08], [-0.08, -0.06, 0.03], [-0.09, -0.06, -0.04], [0.09, 0.01, 0.02], [0.48, -0.30, -0.15], [-0.34, 0.14, 0.05], [-0.01, 0.02, 0.00], [-0.02, -0.02, 0.02], [-0.09, -0.03, -0.04], [-0.06, -0.10, -0.08], [0.06, 0.07, 0.05], [0.00, -0.03, -0.11], [-0.04, -0.08, -0.09], [-0.03, -0.02, 0.17], [-0.01, -0.02, -0.17], [0.09, 0.07, 0.08], [-0.10, -0.17, -0.10], [-0.05, 0.13, -0.05], [0.00, -0.01, -0.03], [0.06, 0.07, 0.10], [0.00, -0.01, 0.09], [-0.06, -0.06, 0.04], [-0.05, -0.05, -0.05], [0.01, 0.04, -0.09], [0.08, 0.12, 0.13], [0.05, -0.06, -0.03]],
  "mulliken_charge": [-0.70, -0.37, -0.34, -0.86, -0.65, -0.06, 0.33, -0.74, -0.09, 0.32, 0.24, 0.40, -0.64, -0.88, 0.22, -0.12, -0.68, -0.49, -0.64, -0.15, -1.20, 0.05, 0.31, 0.27, 0.27, 0.25, 0.35, 0.33, 0.45, 0.24, 0.44, 0.17, 0.47, 0.35, 0.37, 0.44, 0.39, 0.42, 0.41, 0.40, 0.50, 0.21],
  "de_lowest_ev": 1.565,
  "smiles": "COCCCNC(=O)c1cc(C(=O)Cc2ccccc2)c[nH]1",
  "charge": 0
}

[2]
{
  "formula": "C20H14BF9OS",
  "method": "ωB97M-V/def2-TZVPD",
  "symbols": ["F", "C", "F", "F", "C", "C", "C", "C", "C", "C", "C", "C", "C", "C", "F", "F", "F", "C", "C", "C", "C", "H", "H", "H", "H", "H", "H", "H", "H", "H", "C", "O", "C", "C", "B", "F", "F", "F", "S", "C", "C", "H", "H", "H", "H", "H"],
  "positions_angstrom": [[-5.870, 2.469, -0.430], [-5.497, 2.020, -1.671], [-6.445, 1.125, -2.071], [-5.576, 3.093, -2.521], [-4.113, 1.437, -1.647], [-3.908, 0.109, -2.017], [-2.634, -0.414, -1.963], [-1.525, 0.375, -1.549], [-0.259, -0.256, -1.445], [1.012, 0.355, -1.561], [1.237, 1.667, -2.078], [2.517, 2.185, -2.149], [3.602, 1.413, -1.733], [4.979, 2.011, -1.787], [5.951, 1.143, -1.381], [5.305, 2.409, -3.058], [5.077, 3.120, -0.987], [3.429, 0.110, -1.276], [2.154, -0.412, -1.192], [-1.771, 1.733, -1.198], [-3.055, 2.247, -1.239], [-4.743, -0.510, -2.335], [-2.460, -1.455, -2.239], [-0.269, -1.341, -1.329], [0.398, 2.267, -2.432], [2.681, 3.192, -2.529], [4.285, -0.492, -0.986], [2.007, -1.430, -0.830], [-0.951, 2.368, -0.860], [-3.241, 3.281, -0.951], [2.772, -2.562, 3.619], [1.366, -2.867, 3.624], [0.570, -1.994, 3.027], [-0.794, -2.264, 3.019], [-1.521, -3.580, 3.725], [-0.989, -4.697, 3.075], [-1.213, -3.517, 5.087], [-2.888, -3.379, 3.457], [-1.605, -0.995, 2.152], [-0.158, -0.125, 1.834], [0.956, -0.748, 2.346], [3.240, -3.389, 4.155], [3.168, -2.505, 2.590], [2.978, -1.611, 4.139], [-0.185, 0.820, 1.311], [1.986, -0.408, 2.280]],
  "forces_ev_per_angstrom": [[0.40, -0.36, -1.14], [-1.37, 0.54, 0.11], [0.90, 0.75, 0.33], [0.14, -0.89, 0.74], [0.00, -0.18, -0.06], [-0.07, 0.08, -0.08], [0.58, -0.06, 0.28], [-1.16, 0.32, -0.08], [0.02, -0.10, 0.47], [1.12, 0.28, -0.05], [-0.19, -0.21, 0.21], [-0.16, 0.02, 0.01], [0.02, -0.15, 0.09], [1.33, 0.58, -0.10], [-0.91, 0.72, -0.35], [-0.35, -0.31, 1.10], [-0.16, -0.96, -0.74], [-0.01, 0.01, 0.04], [-0.49, -0.06, -0.15], [0.18, -0.22, -0.11], [0.18, 0.04, -0.03], [0.16, 0.16, 0.08], [-0.08, 0.25, 0.13], [0.00, 0.19, -0.05], [0.30, -0.24, 0.02], [-0.04, -0.25, 0.06], [-0.15, 0.16, -0.04], [0.01, 0.27, -0.04], [-0.32, -0.25, 0.04], [0.03, -0.26, -0.04], [-0.41, -0.11, 0.07], [1.49, 0.03, 0.18], [-0.16, 1.87, -1.14], [-0.27, 1.04, -0.66], [0.14, 1.04, -0.54], [-0.30, -0.25, 0.32], [-0.25, -0.40, -0.14], [-0.17, -0.54, 0.26], [0.37, -1.08, 0.64], [0.71, -0.01, -0.43], [-0.46, -1.47, 0.70], [0.00, 0.20, -0.12], [-0.19, -0.06, 0.28], [-0.14, -0.31, -0.13], [-0.01, 0.04, 0.12], [-0.30, 0.15, -0.07]],
  "mulliken_charge": [-0.24, 0.82, -0.27, -0.24, 0.40, -0.69, -0.83, 1.01, -0.35, 0.81, -0.36, -1.08, 0.52, 0.78, -0.27, -0.25, -0.24, -0.76, -0.74, -0.30, -1.33, 0.47, 0.40, 0.35, 0.69, 0.41, 0.48, 0.40, 0.58, 0.39, -0.82, -0.35, 0.55, 0.34, 0.62, -0.37, -0.36, -0.43, -0.15, -0.57, -0.97, 0.25, 0.32, 0.35, 0.61, 0.45],
  "charge": 0
}

[3]
{
  "formula": "C4H9NO",
  "method": "ωB97M-V/def2-TZVPD",
  "symbols": ["C", "C", "C", "C", "N", "O", "H", "H", "H", "H", "H", "H", "H", "H", "H"],
  "positions_angstrom": [[-0.734, -1.307, 0.650], [-0.294, -0.032, -0.083], [-1.251, 1.125, 0.195], [1.109, 0.332, 0.399], [2.125, -0.028, -0.440], [1.310, 0.857, 1.480], [-0.886, -1.090, 1.713], [0.022, -2.097, 0.569], [-1.673, -1.690, 0.236], [-0.268, -0.237, -1.162], [-0.967, 2.024, -0.363], [-2.276, 0.858, -0.083], [-1.226, 1.371, 1.261], [1.951, -0.341, -1.381], [3.067, 0.225, -0.183]],
  "forces_ev_per_angstrom": [[0.01, -0.06, 0.05], [-0.05, 0.01, 0.03], [-0.04, 0.06, 0.01], [-0.02, 0.01, 0.05], [0.08, 0.10, 0.04], [0.00, -0.17, -0.35], [0.05, -0.04, -0.15], [-0.13, 0.10, 0.00], [0.12, 0.10, 0.06], [0.05, 0.03, 0.14], [-0.04, -0.13, 0.07], [0.15, 0.01, 0.03], [-0.02, -0.04, -0.15], [-0.02, 0.05, 0.17], [-0.14, -0.04, -0.01]],
  "mulliken_charge": [-1.40, 0.73, -1.46, 0.31, -0.37, -0.61, 0.31, 0.35, 0.37, 0.26, 0.36, 0.40, 0.30, 0.21, 0.24],
  "de_lowest_ev": 0.007,
  "smiles": "CC(C)C(N)=O",
  "charge": 0
}

[4]
{
  "formula": "C3H4BrOS",
  "method": "ωB97M-V/def2-TZVPD",
  "symbols": ["C", "C", "C", "O", "S", "Br", "H", "H", "H", "H"],
  "positions_angstrom": [[0.342, -0.996, 1.606], [-0.698, -0.673, 0.718], [0.355, 0.805, -0.521], [1.347, -1.671, 1.419], [0.014, -0.409, 3.143], [-0.696, 1.064, -2.043], [-1.139, -1.424, 0.147], [-1.320, 0.119, 1.178], [0.299, 1.524, 0.326], [1.279, 0.393, -0.697]],
  "forces_ev_per_angstrom": [[2.00, -0.93, 2.71], [0.23, 4.91, -2.49], [-3.36, -1.63, 3.86], [0.55, -0.70, -1.79], [-0.47, 1.00, 2.16], [-0.24, 0.50, -0.57], [-0.63, -1.08, -1.28], [-0.05, -1.04, -0.76], [0.00, -0.15, -1.26], [1.97, -0.87, -0.58]],
  "mulliken_charge": [0.46, -0.81, -0.65, -0.67, -0.57, -0.19, 0.38, 0.33, 0.35, 0.36],
  "de_lowest_ev": 2.716,
  "charge": -1
}

[5]
{
  "formula": "C3H2N4",
  "method": "ωB97M-V/def2-TZVPD",
  "symbols": ["N", "C", "C", "C", "N", "H", "H", "N", "N"],
  "positions_angstrom": [[2.976, -0.242, 0.340], [1.920, -0.221, -0.141], [0.670, -0.263, -0.821], [-0.510, -0.515, -0.293], [-1.670, -0.661, 0.003], [0.298, -1.356, -1.202], [-2.138, -1.547, -0.056], [-1.134, 2.763, 1.292], [-0.411, 2.042, 0.879]],
  "forces_ev_per_angstrom": [[-1.15, 0.20, -0.51], [0.82, -0.34, 0.32], [-0.43, -1.95, -0.17], [-0.94, 1.05, 1.11], [0.02, 0.14, -0.49], [1.83, 0.91, -0.84], [-0.16, -0.19, 0.47], [1.22, -1.18, -0.69], [-1.23, 1.37, 0.81]],
  "mulliken_charge": [-0.40, 0.43, -0.46, 0.46, -0.47, 0.18, 0.29, -0.26, 0.22],
  "de_lowest_ev": 1.885,
  "smiles": "N#CC=C=N.N#N",
  "charge": 0
}

[6]
{
  "formula": "C10H11BO",
  "method": "ωB97M-V/def2-TZVPD",
  "symbols": ["C", "C", "B", "C", "C", "C", "C", "C", "C", "C", "C", "O", "H", "H", "H", "H", "H", "H", "H", "H", "H", "H", "H"],
  "positions_angstrom": [[-0.744, 2.447, -2.747], [-0.886, 2.844, -1.463], [-0.756, 1.913, -0.336], [-1.061, 1.913, 1.223], [-0.762, 0.821, 1.931], [-0.081, -0.334, 1.424], [0.469, -1.423, 2.341], [1.691, -1.933, 2.250], [0.028, -0.483, 0.045], [0.421, -1.709, -0.660], [0.276, -1.729, -1.992], [-0.308, 0.438, -0.804], [-0.728, 3.139, -3.558], [-0.277, 1.493, -2.836], [-1.253, 3.861, -1.284], [-1.577, 2.847, 1.689], [-0.674, 0.845, 3.035], [-0.199, -1.728, 3.062], [2.194, -2.657, 3.007], [2.476, -1.458, 1.667], [0.916, -2.534, -0.040], [0.411, -2.709, -2.639], [0.055, -0.716, -2.543]],
  "forces_ev_per_angstrom": [[1.26, 0.58, 1.95], [-1.06, 1.73, -2.23], [0.32, -5.03, 2.78], [-1.20, 2.88, -2.43], [2.14, -0.92, 1.89], [0.48, -1.21, -1.03], [0.63, 1.68, -2.12], [1.88, -0.43, 1.95], [0.34, -0.60, 1.20], [1.11, -1.22, 0.24], [0.28, -0.52, -1.99], [-1.28, 4.70, 0.96], [-0.49, 0.18, -0.59], [-0.18, -0.67, -0.74], [0.21, -0.19, 0.00], [1.16, -1.86, -0.58], [-0.96, 0.14, -0.44], [-1.36, -0.92, 1.68], [-1.58, 1.00, -1.31], [-0.42, -0.11, -0.56], [-1.36, 1.05, -1.18], [-0.06, 2.29, 1.50], [0.12, -2.53, 1.03]],
  "mulliken_charge": [-0.53, -0.02, 0.02, -0.51, -0.37, 0.66, -0.58, -0.85, 0.98, -0.53, -0.57, -0.41, 0.32, 0.10, 0.27, 0.21, 0.29, 0.41, 0.23, 0.33, 0.25, 0.24, 0.05],
  "de_lowest_ev": 1.500,
  "smiles": "C=CB1C=CC(C=C)=C(C=C)O1",
  "charge": 0
}

no.,E_HOMO (eV),electronic energy (Eh)
1,-8.77,-995.04757
2,-7.41,-2167.68262
3,-9.73,-287.83220
4,-3.08,-3164.11459
5,-9.74,-334.45582
6,-7.85,-487.64186